(1)
{
  "formula": "C3H12N4O",
  "method": "wB97M-V/def2-TZVPD",
  "orbital_gap_ha": 0.3473,
  "e_lumo_ev": 0.88,
  "charge": 0,
  "de_lowest_kj_mol": 373.99,
  "species": ["C", "C", "N", "C", "O", "H", "H", "H", "H", "H", "H", "H", "N", "N", "N", "H", "H", "H", "H", "H"],
  "xyz": [[0.546726, -1.510920, -1.562707], [0.152459, 1.388987, -1.430669], [0.864719, -0.755749, -0.364233], [0.411348, 0.600903, -0.149444], [1.050793, 1.202968, 0.783600], [1.798106, -0.872766, 0.004525], [0.975171, -2.510163, -1.481586], [0.926566, -1.048070, -2.479039], [-0.536125, -1.617141, -1.665347], [-0.097450, 2.415790, -1.168586], [1.049901, 1.392341, -2.049996], [-0.673580, 0.958106, -1.999265], [-0.944693, -0.703444, 2.002042], [-1.272615, 0.274873, 0.551896], [-0.187040, -0.000054, 2.839426], [-0.296235, -1.270039, 1.433249], [-0.741922, 0.550985, 3.486451], [0.568732, 0.536794, 2.344101], [-1.600096, 1.179804, 0.877028], [-1.994766, -0.213207, 0.028554]],
  "forces_ev_per_a": [[0.1, 0.3, 0.1], [-0.8, -0.1, 0.3], [-0.4, -0.1, 0.3], [1.8, 0.0, 0.3], [-0.7, -0.4, -0.7], [-0.1, 0.1, -0.1], [-0.1, 0.0, 0.0], [0.0, 0.0, -0.1], [0.0, 0.0, 0.0], [0.0, 0.0, 0.0], [0.0, -0.1, 0.1], [0.1, 0.0, -0.2], [-0.4, 0.3, -2.3], [0.5, -0.5, 1.1], [0.7, 0.9, 0.3], [-0.2, 0.1, 0.3], [0.1, -0.1, -0.2], [-0.4, -0.4, 0.4], [-0.2, -0.1, 0.1], [0.0, 0.0, 0.1]],
  "nbo_charge": [-0.41, -0.69, -0.72, 0.68, -0.81, 0.40, 0.21, 0.18, 0.18, 0.23, 0.23, 0.20, -0.23, -0.69, -0.63, 0.37, 0.35, 0.42, 0.37, 0.37]
}

(2)
{
  "formula": "C13H25O7Rb2",
  "method": "wB97M-V/def2-TZVPD",
  "orbital_gap_ha": 0.1376,
  "e_lumo_ev": -4.29,
  "charge": 1,
  "de_lowest_kj_mol": 451.57,
  "species": ["Rb", "Rb", "O", "C", "O", "O", "H", "C", "C", "O", "C", "H", "H", "H", "H", "H", "H", "C", "C", "O", "C", "H", "H", "H", "H", "H", "H", "C", "C", "O", "C", "H", "H", "H", "H", "H", "H", "C", "C", "O", "C", "H", "H", "H", "H", "H", "H"],
  "xyz": [[-32.217440, 11.741900, -7.008520], [-28.965990, 10.364910, -13.119840], [-25.233750, 11.155290, -6.385550], [-26.463060, 10.712980, -6.632740], [-27.197840, 10.435570, -5.660200], [-26.833670, 10.517680, -7.812760], [-25.132450, 11.209780, -5.432460], [-22.237540, 13.315830, 0.377190], [-23.696970, 13.638540, 0.371370], [-24.421680, 13.298310, -0.546910], [-24.311910, 14.362410, 1.619960], [-21.824520, 13.514000, -0.611870], [-21.991890, 12.275230, 0.589110], [-21.655550, 13.885830, 1.101410], [-23.716570, 15.215990, 1.944100], [-24.253970, 13.596830, 2.393680], [-25.281360, 14.783780, 1.354050], [-18.068990, 10.092290, -7.366850], [-16.913790, 10.447010, -8.259630], [-16.788830, 11.592590, -8.691070], [-15.831420, 9.344690, -8.502190], [-17.930210, 10.091270, -6.285720], [-18.351180, 9.079830, -7.655650], [-18.925940, 10.702780, -7.651520], [-14.987950, 9.714470, -9.085230], [-16.167020, 8.358860, -8.824070], [-15.516910, 9.142940, -7.478230], [-26.113590, 16.882700, -8.534100], [-27.250740, 16.994740, -7.622250], [-28.319470, 17.380600, -8.041570], [-27.031170, 16.850460, -6.127740], [-25.959140, 15.813070, -8.676020], [-25.344260, 17.585610, -8.214490], [-26.453190, 17.304640, -9.480000], [-27.342650, 17.701730, -5.522430], [-25.963530, 16.769200, -5.923690], [-27.602680, 15.991620, -5.775790], [-26.999170, 3.713100, -10.020710], [-28.198510, 4.592530, -10.286840], [-28.343070, 5.140460, -11.407530], [-29.119060, 4.877440, -9.179860], [-26.337700, 4.206150, -9.308350], [-26.402060, 3.405920, -10.879310], [-27.370950, 2.784980, -9.586590], [-28.767360, 5.413760, -8.298510], [-29.404160, 3.854820, -8.932720], [-30.021060, 5.387550, -9.517950]],
  "forces_ev_per_a": [[0.4, 0.0, 0.2], [0.3, -0.1, 0.1], [1.9, 0.8, -0.4], [-3.2, -1.9, -0.4], [0.1, 0.5, 1.2], [0.9, 0.7, -1.0], [-0.2, -0.1, 0.2], [1.0, 0.2, 0.0], [-1.6, 0.3, 0.2], [0.7, 0.3, 0.6], [1.1, -0.1, -1.4], [-0.1, 0.0, -0.1], [-0.5, -0.2, 0.0], [-0.2, 0.2, 0.0], [0.4, -0.2, 0.0], [-0.6, 0.2, 0.3], [-0.2, -0.7, 0.3], [-0.8, -0.8, -0.9], [1.2, 1.3, -0.5], [0.0, -1.9, 0.4], [-0.7, 0.8, 0.8], [0.4, 0.2, -0.2], [-0.1, -0.3, 0.3], [0.2, 0.3, 0.3], [-0.2, 0.0, 0.0], [-0.4, 0.3, -0.4], [0.5, 0.0, 0.2], [-0.3, 0.3, -1.2], [-1.1, 1.9, 1.2], [-0.7, -0.5, 0.0], [0.5, -0.3, 0.0], [1.2, 0.1, 0.1], [0.7, -0.9, 0.3], [-0.1, -0.3, -0.2], [-0.4, 0.2, -0.5], [-0.1, -0.6, 0.1], [0.3, -0.1, 0.1], [-0.4, -0.6, 0.1], [1.6, 2.5, -3.6], [0.0, -1.4, 2.4], [-1.3, -0.6, 0.3], [-0.1, 0.0, 0.2], [-0.4, 0.5, -0.3], [0.2, 0.0, 0.4], [0.6, -0.3, -0.1], [-0.4, 0.0, 0.9], [0.2, 0.0, -0.3]],
  "nbo_charge": [1.00, 1.00, -0.73, 0.93, -0.84, -0.85, 0.49, -0.73, 0.60, -0.54, -0.72, 0.25, 0.25, 0.22, 0.22, 0.23, 0.23, -0.73, 0.60, -0.54, -0.72, 0.24, 0.22, 0.24, 0.24, 0.23, 0.23, -0.73, 0.59, -0.57, -0.72, 0.25, 0.24, 0.23, 0.24, 0.22, 0.24, -0.72, 0.59, -0.58, -0.72, 0.25, 0.24, 0.23, 0.26, 0.23, 0.23]
}

(3)
{
  "formula": "C44H38F7N",
  "method": "wB97M-V/def2-TZVPD",
  "smiles": "Fc1ccccc1.Fc1ccccc1.Fc1ccccc1.Fc1ccccc1.Fc1ccccc1.Fc1ccccc1.Fc1ccccc1.CC#N",
  "orbital_gap_ha": 0.3526,
  "e_lumo_ev": 0.32,
  "charge": 0,
  "de_lowest_kj_mol": 0.00,
  "species": ["F", "C", "C", "C", "C", "C", "C", "H", "H", "H", "H", "H", "F", "C", "C", "C", "C", "C", "C", "H", "H", "H", "H", "H", "F", "C", "C", "C", "C", "C", "C", "H", "H", "H", "H", "H", "F", "C", "C", "C", "C", "C", "C", "H", "H", "H", "H", "H", "F", "C", "C", "C", "C", "C", "C", "H", "H", "H", "H", "H", "F", "C", "C", "C", "C", "C", "C", "H", "H", "H", "H", "H", "F", "C", "C", "C", "C", "C", "C", "H", "H", "H", "H", "H", "C", "C", "N", "H", "H", "H"],
  "xyz": [[-3.224941, 0.095335, -3.757977], [-2.969837, -0.772476, -2.756663], [-3.871047, -0.913436, -1.726125], [-3.597545, -1.838982, -0.717778], [-2.443787, -2.596703, -0.750113], [-1.555158, -2.436798, -1.809342], [-1.797984, -1.509940, -2.810026], [-4.827074, -0.406578, -1.766187], [-4.328520, -1.888049, 0.080254], [-2.205460, -3.337436, 0.001651], [-0.636024, -3.006513, -1.871905], [-1.095205, -1.285567, -3.602075], [-2.303986, 0.691212, 6.280330], [-2.907636, -0.344842, 5.668810], [-2.220844, -1.533142, 5.542455], [-2.820184, -2.583776, 4.874148], [-4.098552, -2.455015, 4.353364], [-4.774400, -1.257733, 4.502085], [-4.187847, -0.196697, 5.183068], [-1.226194, -1.615137, 5.961241], [-2.251334, -3.488754, 4.698156], [-4.574770, -3.271754, 3.827238], [-5.763977, -1.113664, 4.087327], [-4.683294, 0.763719, 5.253930], [6.631285, 0.527737, -0.827335], [7.055162, -0.681944, -0.410425], [8.310001, -0.796314, 0.153468], [8.740924, -2.049184, 0.557884], [7.938182, -3.163525, 0.387528], [6.681267, -3.031400, -0.188407], [6.240133, -1.778838, -0.586338], [8.934730, 0.070251, 0.326534], [9.719904, -2.197666, 0.994489], [8.311084, -4.147306, 0.640961], [6.005454, -3.873621, -0.268995], [5.227571, -1.575321, -0.920105], [3.285105, 4.320700, -4.899403], [3.096131, 3.129821, -4.291718], [4.156118, 2.523572, -3.651099], [3.961137, 1.285514, -3.067483], [2.719191, 0.668002, -3.132410], [1.655520, 1.309169, -3.757318], [1.851866, 2.539708, -4.355919], [5.136617, 2.981021, -3.633387], [4.787918, 0.752857, -2.615836], [2.599306, -0.326372, -2.719492], [0.693089, 0.815661, -3.805141], [1.045631, 3.060908, -4.858358], [-6.059839, 4.488862, -0.263040], [-5.733517, 3.354353, 0.391182], [-4.402520, 3.137536, 0.694210], [-4.061154, 1.947731, 1.323930], [-5.033103, 1.002639, 1.614819], [-6.364856, 1.286000, 1.343235], [-6.728050, 2.462980, 0.700229], [-3.655976, 3.829939, 0.328748], [-3.022512, 1.710340, 1.523886], [-4.740325, 0.077559, 2.093010], [-7.130627, 0.585261, 1.654926], [-7.764274, 2.672218, 0.477633], [3.223934, -1.348321, 1.077705], [1.898491, -1.099607, 1.162214], [1.162430, -1.804325, 2.094010], [-0.212381, -1.615037, 2.149574], [-0.811949, -0.658907, 1.337265], [-0.044948, 0.060823, 0.433479], [1.335155, -0.129744, 0.376323], [1.647886, -2.503287, 2.759383], [-0.835752, -2.188106, 2.824330], [-1.888941, -0.550684, 1.306852], [-0.506541, 0.734893, -0.276314], [1.879060, 0.505124, -0.312836], [-2.423603, 5.610183, -4.551644], [-1.794857, 4.869906, -3.616947], [-2.375928, 3.692132, -3.203092], [-1.795023, 2.981057, -2.162477], [-0.604709, 3.426585, -1.610253], [0.021939, 4.554156, -2.135150], [-0.592312, 5.323526, -3.105390], [-3.313218, 3.365593, -3.634492], [-2.256475, 2.065659, -1.810493], [-0.139508, 2.941277, -0.761706], [0.941241, 4.882479, -1.665146], [-0.150470, 6.231899, -3.491265], [3.592506, -4.698501, 2.238379], [3.773578, -5.585029, 1.098132], [3.917067, -6.282347, 0.201133], [3.968890, -5.157930, 3.149730], [2.533251, -4.476448, 2.343911], [4.130179, -3.763171, 2.084474]],
  "forces_ev_per_a": [[0.0, 0.1, 0.1], [0.2, -0.2, 0.0], [-0.3, -0.3, -0.1], [-0.3, 0.5, -0.1], [0.3, -0.3, -0.3], [0.2, 0.2, -0.2], [-0.1, 0.4, 0.1], [0.1, 0.2, 0.1], [0.1, -0.3, 0.1], [-0.2, 0.1, 0.1], [-0.1, -0.1, 0.2], [0.0, -0.3, -0.1], [-0.1, 0.0, 0.0], [-0.1, -0.1, 0.1], [0.3, 0.0, 0.1], [0.1, -0.2, -0.3], [-0.2, -0.1, -0.1], [-0.1, 0.3, 0.2], [-0.1, 0.3, -0.4], [0.0, 0.0, -0.1], [-0.1, -0.1, 0.2], [0.1, 0.0, 0.0], [0.0, -0.1, 0.0], [0.0, -0.1, 0.1], [-0.1, 0.1, 0.1], [0.5, -0.2, 0.0], [0.2, 0.2, 0.3], [0.1, -0.3, 0.0], [-0.1, -0.3, -0.4], [-0.2, 0.2, 0.3], [-0.6, 0.4, 0.2], [-0.1, 0.1, -0.2], [0.0, 0.3, 0.0], [0.0, 0.0, 0.2], [0.1, -0.1, -0.1], [0.1, -0.3, -0.2], [0.0, 0.0, 0.1], [0.1, -0.1, 0.0], [0.4, 0.1, 0.0], [-0.2, -0.4, -0.1], [0.0, 0.0, 0.0], [0.2, -0.4, 0.1], [-0.4, 0.4, -0.1], [-0.1, 0.1, 0.0], [0.1, 0.2, 0.1], [-0.1, 0.0, 0.0], [-0.1, 0.1, 0.0], [0.0, 0.0, 0.0], [0.0, 0.0, 0.0], [0.3, 0.4, -0.3], [0.1, -0.3, -0.2], [0.2, -0.1, -0.4], [-0.1, 0.2, 0.3], [0.0, -0.2, 0.1], [-0.2, -0.4, 0.4], [0.0, 0.1, 0.2], [0.0, 0.2, 0.0], [-0.1, 0.0, 0.0], [0.0, 0.0, -0.2], [0.0, 0.1, -0.1], [0.1, 0.1, 0.0], [0.2, 0.1, 0.5], [-0.3, -0.3, 0.0], [-0.1, 0.4, 0.0], [-0.1, -0.2, -0.5], [0.2, -0.3, 0.3], [-0.6, 0.6, -0.7], [0.1, 0.0, -0.1], [0.2, 0.0, 0.1], [0.0, 0.0, 0.2], [0.0, 0.1, 0.1], [0.4, -0.3, 0.0], [0.0, 0.0, -0.1], [0.1, 0.1, 0.0], [-0.5, -0.1, 0.1], [0.3, -0.1, 0.0], [0.2, 0.2, -0.1], [-0.2, 0.2, 0.8], [0.0, -0.1, -0.3], [0.0, 0.0, -0.1], [-0.1, 0.1, 0.0], [-0.1, -0.2, -0.1], [0.1, 0.1, -0.2], [0.0, 0.0, 0.0], [0.0, 0.2, 0.0], [0.1, 0.1, 0.2], [0.0, -0.1, -0.2], [-0.1, -0.1, 0.0], [0.0, 0.0, 0.1], [0.0, 0.0, -0.1]],
  "mulliken_charge": [-0.39, 0.36, -0.43, -0.42, -0.48, -0.47, -0.38, 0.48, 0.44, 0.47, 0.40, 0.42, -0.32, 0.42, -0.58, -0.30, -0.53, -0.37, -0.50, 0.43, 0.47, 0.43, 0.42, 0.44, -0.27, 0.51, -0.59, -0.28, -0.71, -0.34, -0.43, 0.41, 0.36, 0.38, 0.56, 0.39, -0.35, 0.49, -0.66, -0.03, -0.86, 0.00, -0.76, 0.47, 0.31, 0.54, 0.39, 0.45, -0.34, 0.43, -0.50, -0.42, -0.31, -0.63, -0.57, 0.53, 0.39, 0.59, 0.39, 0.45, -0.26, 0.36, -0.61, -0.46, -1.28, -0.21, -0.79, 0.59, 0.49, 0.78, 0.62, 0.66, -0.35, 0.45, -0.78, 0.19, -0.71, -0.43, -0.67, 0.50, 0.47, 0.46, 0.43, 0.46, -0.46, 0.27, -0.41, 0.37, 0.08, 0.20]
}

(4)
{
  "formula": "C25H32BN2O5Pb",
  "method": "wB97M-V/def2-TZVPD",
  "orbital_gap_ha": 0.2285,
  "e_lumo_ev": 2.42,
  "charge": -1,
  "de_lowest_kj_mol": 122.43,
  "species": ["Pb", "O", "C", "C", "C", "C", "C", "C", "C", "O", "N", "N", "C", "C", "C", "C", "C", "C", "C", "O", "H", "H", "H", "H", "H", "H", "H", "H", "H", "H", "C", "C", "C", "O", "B", "O", "C", "C", "C", "H", "H", "H", "H", "H", "H", "H", "H", "H", "H", "H", "H", "C", "C", "C", "C", "C", "H", "H", "H", "H", "H", "H", "H", "H", "H", "H"],
  "xyz": [[0.404320, -0.440762, 1.297873], [-0.968336, -5.768849, 1.429349], [-0.832339, -5.398814, 0.098931], [-0.332173, -6.406735, -0.720182], [-0.061266, -6.147174, -2.054159], [-0.235444, -4.886530, -2.633780], [-0.786299, -3.885203, -1.816934], [-1.016467, -4.117542, -0.454215], [-1.186042, -2.971509, 0.419597], [-1.160520, -1.813847, -0.051219], [-1.305630, -3.237474, 1.736784], [-1.314318, -2.130664, 2.431777], [-1.653255, -2.246714, 3.724592], [-1.442842, -1.168757, 4.640238], [-1.939899, -1.312242, 5.938004], [-2.153703, -0.215989, 6.785572], [-1.660007, 1.074011, 6.480063], [-1.048225, 1.263566, 5.254129], [-0.862387, 0.151290, 4.354017], [-0.144193, 0.400663, 3.276712], [-1.294858, -4.938313, 1.869580], [-0.243754, -7.377540, -0.255886], [0.390540, -6.908442, -2.715819], [0.058539, -4.708762, -3.658621], [-0.934010, -2.868049, -2.181297], [-2.062649, -3.204978, 4.041024], [-2.275609, -2.291011, 6.304808], [-2.742257, -0.333867, 7.658074], [-1.823471, 1.850539, 7.203924], [-0.719015, 2.219123, 4.853007], [3.536126, 2.232751, -3.070381], [2.011726, 2.169736, -3.058980], [1.402663, 3.396229, -3.648112], [1.773843, 2.177605, -1.529324], [0.674163, 1.352195, -1.343271], [0.384708, 0.533615, -2.407828], [1.370296, 0.777193, -3.516170], [2.379955, -0.341075, -3.538213], [0.490977, 0.806297, -4.748152], [3.835889, 3.268493, -2.799885], [3.902827, 2.000755, -4.110584], [3.992457, 1.534250, -2.390324], [1.757391, 4.300095, -3.121127], [0.285099, 3.355174, -3.591964], [1.701716, 3.506928, -4.729972], [2.995837, -0.343611, -2.605357], [3.063042, -0.135337, -4.386130], [1.937864, -1.348916, -3.669677], [-0.265602, 1.577174, -4.713481], [0.003209, -0.155243, -4.958068], [1.121856, 1.013494, -5.622120], [-1.625459, 2.948191, 1.437479], [-0.350999, 2.822374, 0.575728], [0.892107, 3.140968, 1.425295], [-0.503470, 3.794854, -0.553420], [-0.210427, 1.426104, -0.038403], [-1.586483, 3.901782, 1.978740], [-1.761137, 2.213041, 2.275058], [-2.613290, 2.962853, 0.892410], [0.753578, 4.186693, 1.826861], [1.880457, 3.040533, 0.863742], [1.029604, 2.424105, 2.308293], [-0.654759, 4.846596, -0.123362], [-1.416460, 3.511448, -1.121353], [0.433003, 3.829128, -1.194304], [-1.276736, 1.094103, -0.249588]],
  "forces_ev_per_a": [[0.2, -0.5, -0.3], [-0.4, 0.8, -1.6], [0.6, -0.9, 0.7], [-0.6, 0.1, -0.5], [0.8, -0.4, -0.8], [-0.9, 0.2, 1.2], [0.7, -0.4, -0.4], [0.2, -0.7, 0.0], [-0.6, 0.3, 1.3], [0.3, 0.9, -0.5], [-0.6, -1.6, -2.1], [-0.1, 1.4, 4.6], [1.5, 0.3, -3.7], [0.2, 1.9, 1.1], [-0.9, 0.7, 0.6], [1.1, 0.2, -0.7], [-0.5, -1.3, -0.7], [0.0, -1.2, -0.4], [0.1, -0.2, -0.8], [-0.7, 0.2, 0.8], [0.3, 0.2, 0.2], [0.3, -0.2, -0.2], [-0.4, 0.2, 0.6], [-0.2, 0.1, 0.0], [0.1, -0.2, 0.2], [0.1, 0.0, 0.3], [-0.1, 0.3, -0.4], [-0.2, -0.3, 1.0], [0.0, 0.5, 0.0], [0.1, -0.1, 0.3], [0.1, 0.7, -1.9], [1.0, -1.3, 2.5], [-0.9, 0.7, -1.0], [-0.3, -0.3, -2.5], [-1.0, 0.2, 1.3], [1.1, 0.0, -1.0], [-1.6, 0.4, 2.0], [0.9, -0.3, 0.1], [0.8, 0.0, -1.0], [-0.1, -0.7, -0.2], [-0.1, 0.4, 0.9], [0.0, -0.2, 0.2], [-0.2, -0.5, -0.1], [0.9, 0.2, 0.0], [-0.3, -0.2, 1.0], [-0.6, -0.1, -0.7], [-0.2, -0.3, 0.4], [0.0, 0.7, 0.1], [-0.2, 0.1, 0.2], [0.2, 0.2, 0.4], [-0.1, 0.0, -0.1], [-0.9, -0.1, 1.1], [0.3, -1.1, 0.7], [0.9, 0.1, 1.0], [0.4, 2.2, -0.5], [-1.3, -0.9, -0.7], [0.0, 0.2, -0.2], [0.5, 0.2, -1.0], [1.2, -0.2, 0.0], [0.6, -0.9, -0.2], [-1.4, 0.4, 0.3], [-0.6, 1.0, -1.0], [0.1, -1.1, -0.7], [0.7, 0.3, 0.0], [-1.5, 0.0, 0.7], [1.2, 0.0, -0.2]],
  "nbo_charge": [1.25, -0.71, 0.36, -0.29, -0.19, -0.28, -0.14, -0.22, 0.59, -0.74, -0.51, -0.28, 0.04, -0.20, -0.16, -0.31, -0.22, -0.27, 0.41, -0.86, 0.50, 0.22, 0.20, 0.20, 0.24, 0.17, 0.19, 0.19, 0.20, 0.21, -0.62, 0.27, -0.65, -0.77, 1.14, -0.73, 0.23, -0.63, -0.62, 0.22, 0.19, 0.23, 0.23, 0.23, 0.21, 0.22, 0.20, 0.23, 0.22, 0.23, 0.19, -0.61, -0.09, -0.62, -0.61, -1.02, 0.19, 0.23, 0.20, 0.19, 0.22, 0.23, 0.19, 0.20, 0.22, 0.25]
}